147
Properties=species:S:1:pos:R:3:forces:R:3:mulliken_charge:R:1 method="wB97M-V/def2-TZVPD" charge=+5 lumo_ev=-10.2 homo_energy_ev=-18.59
C 3.106 -3.431 4.689 -0.2 0.7 -1.4 -0.619
C 4.052 -2.228 4.781 0.0 -1.3 1.8 -0.705
N 3.466 -1.023 4.187 0.9 -1.2 -0.3 0.233
C 2.434 -0.266 4.666 0.9 1.1 -0.6 -0.512
C 2.424 0.837 3.847 -1.3 -0.7 0.2 -0.682
N 3.283 0.620 2.797 0.8 0.2 0.9 0.284
C 3.957 -0.502 3.068 -0.8 -0.1 0.0 -0.105
C 3.535 1.531 1.690 0.2 0.3 -0.7 -0.329
H 3.017 -3.641 3.616 -0.1 -0.2 0.0 -0.066
H 2.103 -3.140 5.007 0.0 -0.2 0.4 0.271
H 3.435 -4.356 5.152 0.2 0.3 0.4 0.458
H 5.038 -2.494 4.401 -0.1 0.5 -0.7 0.411
H 4.293 -2.024 5.826 -0.3 0.3 0.0 0.380
H 1.841 -0.534 5.523 0.2 0.1 0.2 0.514
H 1.754 1.675 3.925 0.2 0.2 -0.2 0.638
H 4.636 -1.067 2.452 0.3 0.5 -0.1 0.479
H 4.156 1.038 0.947 -0.3 -0.2 0.0 -0.052
H 4.090 2.432 1.951 -0.1 -0.1 0.6 0.359
H 2.581 1.805 1.247 0.1 -0.1 -0.2 0.122
C 0.928 -8.924 -2.650 -2.0 -0.1 0.0 -1.083
C 0.367 -8.334 -1.321 2.5 -0.7 -1.3 -0.397
N 1.003 -7.039 -1.028 -0.5 2.8 -0.1 0.219
C 1.857 -6.728 -0.017 0.9 -0.9 0.8 -0.563
C 2.054 -5.384 0.038 -0.8 -0.7 0.0 -0.568
N 1.271 -4.856 -0.968 0.7 0.2 -0.3 0.436
C 0.674 -5.848 -1.606 -0.4 -2.3 0.2 -0.246
C 1.461 -3.491 -1.436 0.2 0.9 -0.6 -1.000
H 1.997 -9.062 -2.769 0.1 0.2 0.5 0.354
H 0.504 -8.400 -3.508 0.3 0.1 -0.1 0.351
H 0.436 -9.900 -2.671 0.3 -0.2 -0.3 0.374
H 0.771 -9.032 -0.592 -0.7 0.2 0.6 0.284
H -0.708 -8.208 -1.343 0.0 -0.2 0.2 0.316
H 2.344 -7.523 0.527 -0.2 0.1 0.3 0.442
H 2.518 -4.762 0.780 0.4 0.0 -0.2 0.555
H -0.034 -5.876 -2.418 0.1 0.7 -0.2 0.591
H 2.511 -3.202 -1.366 0.1 -0.3 0.3 0.323
H 0.911 -2.726 -0.884 -0.2 -0.2 0.0 0.211
H 1.273 -3.427 -2.506 -0.5 -0.1 0.1 0.303
C -5.346 -0.617 -1.577 -0.1 -0.4 1.6 -0.984
C -4.015 -1.326 -1.321 -0.1 0.4 -1.2 -0.140
N -3.663 -2.230 -2.452 -1.3 0.9 -0.1 0.344
C -4.127 -3.512 -2.614 1.4 -1.2 0.3 -0.526
C -3.539 -3.994 -3.741 0.2 0.5 -1.6 -0.342
N -2.949 -2.916 -4.394 0.7 0.6 2.2 0.112
C -3.078 -1.855 -3.579 1.4 -0.5 -0.1 -0.128
C -2.054 -2.877 -5.557 -1.6 -0.4 -1.1 -0.737
H -5.478 0.031 -0.703 0.0 0.3 -0.2 0.242
H -6.209 -1.276 -1.502 0.0 -0.1 -0.6 0.387
H -5.322 0.007 -2.465 -0.1 -0.2 -0.2 0.356
H -3.926 -1.943 -0.432 -0.3 0.2 0.2 0.341
H -3.285 -0.517 -1.277 0.6 -0.5 0.0 -0.196
H -4.591 -4.099 -1.839 -0.3 0.3 0.1 0.416
H -3.406 -4.938 -4.243 -0.7 -0.3 0.4 0.546
H -2.492 -0.959 -3.711 -0.4 0.3 0.0 0.385
H -2.768 -2.668 -6.358 0.7 0.2 -0.5 0.364
H -1.622 -3.845 -5.802 0.0 -0.1 0.4 0.359
H -1.295 -2.108 -5.485 -0.1 0.1 0.2 0.201
C -7.476 4.093 2.094 0.0 -0.7 -0.2 -1.338
C -6.362 4.566 3.005 -0.7 0.9 -0.6 -0.167
N -5.038 4.095 2.567 1.3 -0.3 -0.5 0.231
C -3.853 4.716 2.920 -0.2 0.0 0.9 -0.894
C -2.853 4.105 2.267 0.8 -0.8 -1.3 -0.618
N -3.408 3.181 1.390 -1.0 0.3 1.3 0.605
C -4.721 3.173 1.649 -0.5 0.5 -0.9 -0.275
C -2.686 2.266 0.486 -0.5 0.4 0.7 -0.160
H -7.440 4.540 1.101 0.0 0.1 0.1 0.371
H -8.450 4.285 2.539 0.1 0.3 0.0 0.388
H -7.440 3.007 1.966 0.0 0.0 0.1 0.339
H -6.594 4.346 4.045 0.5 -0.3 0.0 0.345
H -6.263 5.649 2.904 -0.2 0.0 0.3 0.333
H -3.811 5.523 3.633 -0.1 -0.1 0.1 0.561
H -1.778 4.161 2.246 0.0 0.5 0.4 0.641
H -5.437 2.702 0.996 -0.1 -0.3 0.3 0.487
H -3.425 1.558 0.123 0.2 -0.1 -0.2 -0.159
H -1.955 1.761 1.108 0.2 -0.2 -0.4 0.012
H -2.240 2.834 -0.326 0.1 -0.2 0.0 0.254
C 6.906 -0.290 -2.259 -0.4 0.8 0.2 -1.251
C 5.693 -1.043 -1.665 1.7 1.2 -0.1 -0.273
N 4.855 -1.516 -2.742 -2.5 0.7 0.0 0.556
C 5.132 -2.485 -3.656 1.2 -0.3 -0.2 -0.455
C 4.086 -2.594 -4.499 -0.8 -0.2 0.0 -0.590
N 3.116 -1.744 -4.021 -0.1 1.5 -0.4 0.474
C 3.617 -1.028 -3.008 0.8 -1.1 -0.1 -0.892
C 1.825 -1.410 -4.694 1.3 -0.4 0.6 -1.021
H 6.534 0.505 -2.914 -0.2 -0.4 -0.4 0.383
H 7.643 -0.890 -2.781 0.0 -0.1 0.1 0.382
H 7.362 0.357 -1.506 0.4 -0.7 0.3 0.398
H 5.179 -0.266 -1.102 -0.6 -0.3 0.0 -0.016
H 5.970 -1.856 -0.995 0.0 -0.1 -0.2 0.379
H 6.108 -2.944 -3.673 -0.1 -0.2 -0.1 0.556
H 3.892 -3.156 -5.396 0.3 -0.2 0.1 0.537
H 3.119 -0.201 -2.531 0.0 0.0 0.3 0.513
H 1.239 -0.965 -3.894 -0.5 -0.1 -0.3 0.233
H 1.468 -2.363 -5.074 -0.5 0.2 0.0 0.452
H 1.995 -0.707 -5.506 0.0 0.1 0.0 0.463
C -3.081 6.254 -0.316 -1.2 0.7 -0.7 -0.954
C -2.109 7.190 0.438 -0.8 -1.8 -0.4 -0.675
N -0.765 7.038 -0.131 -0.5 0.3 1.2 0.163
C -0.228 7.775 -1.135 0.2 0.1 -0.5 -0.491
C 1.092 7.431 -1.220 -0.5 -0.4 -0.7 -0.278
N 1.284 6.426 -0.323 -0.3 -0.1 1.1 0.185
C 0.162 6.235 0.394 0.4 0.4 -1.6 -0.185
C 2.500 5.647 -0.081 0.7 1.5 -0.9 -1.093
H -3.486 6.815 -1.163 0.2 -0.1 -0.1 0.435
H -4.001 6.019 0.228 0.3 0.1 0.4 0.265
H -2.742 5.319 -0.764 0.7 0.1 0.4 0.262
H -2.057 6.907 1.488 0.2 0.2 0.0 0.384
H -2.522 8.191 0.369 0.6 0.2 0.0 0.386
H -0.878 8.355 -1.770 0.3 0.4 0.1 0.463
H 1.863 7.725 -1.915 0.0 0.0 0.0 0.535
H -0.021 5.461 1.112 0.2 0.1 0.3 0.384
H 2.439 4.752 -0.697 0.0 -0.6 0.9 0.297
H 2.690 5.766 0.982 0.0 -1.2 0.1 0.522
H 3.343 6.160 -0.548 -0.2 0.2 -0.1 0.349
C -3.241 -2.501 6.180 -0.5 -0.2 -0.6 -1.323
C -3.088 -1.072 5.659 0.0 -0.2 1.1 -0.193
N -2.075 -0.956 4.607 0.4 0.1 -1.9 0.344
C -1.542 0.218 4.089 0.2 0.0 0.3 -1.771
C -0.635 -0.125 3.141 0.0 1.1 0.0 -0.216
N -0.601 -1.481 3.042 -1.5 0.2 0.2 0.652
C -1.577 -1.931 3.841 0.5 -1.0 0.6 -0.293
C 0.301 -2.267 2.223 0.9 0.1 0.0 -0.896
H -2.390 -2.876 6.744 0.1 0.3 0.1 0.363
H -3.433 -3.222 5.382 0.0 0.1 -0.1 0.359
H -4.130 -2.561 6.805 0.1 0.2 0.2 0.386
H -2.747 -0.465 6.499 0.1 0.1 -0.2 0.344
H -4.011 -0.605 5.319 -0.1 -0.3 -0.2 0.370
H -1.829 1.205 4.408 0.0 -0.1 0.3 0.653
H -0.087 0.541 2.497 0.3 -0.3 0.0 0.968
H -1.894 -2.960 3.793 0.1 0.0 0.6 0.433
H -0.168 -2.720 1.355 -0.2 0.1 0.1 0.414
H 0.807 -2.999 2.851 -0.3 -0.2 0.0 0.466
H 1.070 -1.578 1.871 -0.2 0.0 -0.3 -0.183
C 0.815 1.530 -1.309 -1.7 0.7 -0.9 -0.747
C 0.342 0.247 -0.657 2.3 -0.3 0.0 0.539
O -0.862 -0.051 -0.549 -0.3 -0.1 0.3 -0.582
O 1.365 -0.463 -0.326 -1.2 -0.4 0.5 -0.408
H 1.652 1.354 -1.971 0.4 0.2 0.1 0.078
H 1.030 2.361 -0.637 0.3 -0.2 0.3 0.047
H 0.015 1.921 -1.948 0.1 0.1 0.0 0.448
P 3.244 4.229 -3.959 1.3 -2.3 -1.7 1.260
F 2.484 5.217 -4.953 0.6 0.1 0.4 -0.371
F 3.521 5.389 -2.860 -0.6 -0.1 0.2 -0.378
F 1.821 3.828 -3.292 -0.6 0.4 0.7 -0.356
F 3.917 3.067 -2.982 -0.1 0.2 1.0 -0.364
F 3.043 2.973 -5.039 -0.3 0.7 0.3 -0.398
F 4.719 4.456 -4.550 -0.7 0.6 -0.2 -0.360